Molecular formula: C3H5N3O
Method: DFT, ωB97M-V with the def2-TZVPD basis set

The calculation puts the HOMO energy at -7.8 eV. Its SMILES is Nc1nc(O)c[nH]1. The value obtained for the energy above the lowest of the compared OMol25 structures with the same formula, charge and spin is 0.974 eV. As for the charge: 0. The orbital gap comes out at 8.59 eV. Its calculated total energy is -356.82157 a.u.

Each line ends with the Mulliken charge.
Atoms and positions in Å:
N: 1.696 1.220 0.606  -0.519
C: 0.699 0.347 0.209  0.324
N: -0.067 -0.371 1.006  -0.664
C: -0.974 -0.957 0.167  0.625
O: -1.919 -1.772 0.668  -0.514
C: -0.780 -0.610 -1.141  -0.509
N: 0.362 0.219 -1.086  -0.096
H: 1.624 1.417 1.595  0.273
H: 1.657 2.082 0.073  0.245
H: -1.758 -1.779 1.623  0.363
H: -1.498 -0.230 -1.847  0.248
H: 0.957 0.433 -1.873  0.223